1.
Below is a molecular structure, C9H15N4, with properties calculated with ωB97M-V/def2-TZVPD.

Computed properties:
DFT total energy: -570.5109 hartree
ΔE to the lowest compared entry with this formula, charge and spin: 124.7 kcal per mole
Frontier orbital gap (alpha / beta): 6.72 / 6.72 eV
Total charge: +1
HOMO (alpha / beta): -11.5 / -11.5 eV

Each line ends with the Mulliken charge.
Cartesian coordinates (Å):
1 N -2.035 1.872 -0.072  -0.26
2 N 2.132 -0.192 -0.316  0.36
3 N 0.001 2.330 1.059  -0.59
4 N 1.024 -0.105 -0.881  -0.37
5 C -0.778 1.667 0.350  0.17
6 C -0.247 -0.075 -0.309  1.24
7 C 3.234 -0.196 -1.297  -0.79
8 C -2.103 -1.254 0.959  -0.62
9 C -0.704 -0.654 1.028  -0.70
10 C -2.517 -0.691 -1.299  -0.37
11 C -1.241 -0.315 -1.416  -1.30
12 C 2.600 -0.541 1.060  -0.81
13 C -3.040 -0.991 0.032  -0.57
14 H -2.314 2.832 0.081  0.33
15 H 3.309 -1.270 1.081  0.36
16 H -3.259 -0.881 -2.019  0.46
17 H 4.000 -0.602 -0.636  0.30
18 H 3.095 0.484 1.366  0.36
19 H 1.746 -0.819 1.657  0.28
20 H -0.714 0.077 1.759  0.59
21 H 3.535 0.802 -1.626  0.30
22 H 0.942 2.313 1.520  0.24
23 H 2.847 -0.808 -2.054  0.37
24 H -2.204 -1.536 1.989  0.37
25 H -0.999 -0.259 -2.472  0.28
26 H -2.195 1.491 -1.010  0.33
27 H -0.058 -1.483 1.375  0.48
28 H -4.059 -1.198 0.091  0.54

2.
Below is 2 unconnected molecules or ions with the total composition C15H25N3O4P, with properties calculated with ωB97M-V/def2-TZVPD.

Computed properties:
DFT total energy: -1392.7854 hartree
ΔE to the lowest compared entry with this formula, charge and spin: 65.0 kcal per mole
Frontier orbital gap: 9.30 eV
Total charge: +1
HOMO: -13.1 eV

Each line ends with the Mulliken charge.
Cartesian coordinates (Å):
1 P -1.846 0.435 0.646  0.60
2 O 5.610 0.880 0.093  -0.28
3 O 1.273 0.957 -0.449  -0.39
4 O 7.282 2.307 0.553  -0.31
5 O 5.983 1.527 2.224  -0.51
6 N -3.056 0.153 1.829  -0.30
7 N -2.676 -1.631 -3.627  -0.50
8 N -2.922 2.809 -0.230  -0.60
9 C -2.773 -2.408 2.103  -0.54
10 C -2.199 -0.340 -0.981  0.46
11 C 0.948 0.836 0.968  -0.02
12 C -3.709 -1.186 1.750  -0.50
13 C -1.445 -1.670 -3.060  -0.37
14 C -2.342 -3.235 0.815  -0.69
15 C -1.202 -1.056 -1.774  -0.04
16 C 7.443 1.919 -0.809  -0.35
17 C -3.532 -0.319 -1.635  -0.41
18 C 2.304 0.138 0.417  -0.71
19 C 6.267 1.570 1.070  0.65
20 C -1.713 2.315 0.469  -0.66
21 C 6.089 1.366 -1.161  -0.32
22 C -3.625 -1.000 -2.907  -0.34
23 C -0.252 -0.243 1.320  -0.76
24 H 7.719 2.773 -1.426  0.31
25 H -1.899 -2.112 2.730  0.28
26 H -2.114 -4.304 1.037  0.39
27 H 3.162 0.813 0.193  0.28
28 H -2.910 2.366 -1.157  0.33
29 H -4.644 -0.990 -3.372  0.34
30 H -4.234 -1.385 0.776  0.24
31 H -3.779 2.493 0.234  0.35
32 H -1.410 -2.784 0.397  0.05
33 H -1.707 2.698 1.528  0.45
34 H -3.403 -3.115 2.712  0.36
35 H -3.739 0.912 1.875  0.36
36 H 8.232 1.167 -0.872  0.26
37 H -4.522 -1.179 2.528  0.45
38 H 0.092 -1.187 0.842  0.26
39 H -4.397 0.186 -1.147  0.38
40 H -0.228 -0.272 2.440  0.55
41 H 2.047 -0.763 -0.183  0.20
42 H 1.067 1.747 1.650  0.40
43 H -3.188 -3.163 0.080  0.22
44 H 6.143 0.562 -1.894  0.33
45 H -0.796 2.610 -0.098  0.37
46 H -0.636 -2.209 -3.604  0.36
47 H -0.166 -1.121 -1.362  0.10
48 H 5.404 2.135 -1.528  0.26

3.
Below is 11 unconnected molecules or ions with the total composition C49H98BrF18N9O5P3, with properties calculated with ωB97M-V/def2-TZVPD.

Computed properties:
DFT total energy: -8189.4742 hartree
Frontier orbital gap: 5.72 eV
Total charge: +5
HOMO: -15.2 eV

Each line ends with the Mulliken charge.
Cartesian coordinates (Å):
1 Br 3.853 2.942 -0.259  -0.74
2 P -0.321 -6.308 1.762  1.36
3 P 0.935 0.532 5.510  1.38
4 P -4.050 0.289 -4.724  1.24
5 F -1.006 -7.107 2.962  -0.40
6 F 2.197 -0.206 4.916  -0.34
7 F 0.075 -0.561 4.647  -0.41
8 F 0.953 -0.404 6.808  -0.39
9 F 0.904 1.563 4.219  -0.40
10 F 0.106 -5.163 2.826  -0.35
11 F -4.727 1.748 -4.549  -0.33
12 F -3.744 0.173 -3.147  -0.35
13 F -2.575 1.084 -4.762  -0.40
14 F -3.173 -1.077 -4.977  -0.41
15 F 1.815 1.612 6.367  -0.39
16 F -5.362 -0.551 -4.544  -0.35
17 F -0.498 1.221 6.076  -0.42
18 F -1.718 -5.560 1.507  -0.39
19 F -4.145 0.408 -6.339  -0.40
20 F 1.138 -7.087 2.065  -0.41
21 F -0.726 -7.515 0.753  -0.36
22 F 0.431 -5.459 0.599  -0.39
23 O -2.989 -4.036 -8.783  -0.51
24 O 3.521 10.958 -3.424  -0.52
25 O -0.387 -11.560 3.794  -0.50
26 O -6.554 5.623 -10.190  -0.49
27 O 1.769 0.225 0.005  -0.08
28 N -0.895 -1.307 0.770  0.34
29 N 4.661 0.083 -2.590  0.24
30 N -8.528 1.307 10.400  -0.02
31 N -4.121 4.917 -8.299  -0.09
32 N 2.387 -11.145 2.192  -0.06
33 N -1.578 1.252 9.841  0.11
34 N 6.473 0.511 4.178  0.08
35 N 5.261 8.559 -2.471  0.00
36 N -1.116 -2.194 -7.382  0.20
37 C -4.954 4.162 -9.359  -0.56
38 C 6.672 9.160 -2.547  -0.89
39 C -2.129 -1.219 -8.052  -1.03
40 C 6.466 0.838 5.613  -0.82
41 C 2.360 -12.301 3.170  -0.88
42 C 4.541 -1.077 -1.871  -0.24
43 C -6.507 2.411 9.906  -0.67
44 C -0.129 1.660 9.761  -0.72
45 C 5.247 7.288 -1.748  -0.97
46 C -7.841 0.148 10.673  -0.22
47 C -2.307 1.333 8.672  -0.40
48 C -0.292 -1.439 -6.358  -0.94
49 C -5.769 1.288 10.209  0.59
50 C 4.680 8.379 -3.845  -0.88
51 C -6.455 0.139 10.721  -0.62
52 C 1.003 -10.485 2.085  -0.33
53 C 5.148 -1.156 -0.632  -0.94
54 C -3.674 1.368 8.755  -0.83
55 C -1.774 -3.413 -6.729  -0.22
56 C 7.312 0.781 1.952  -0.66
57 C -4.812 4.792 -6.872  -1.07
58 C -4.333 1.243 9.994  0.98
59 C -10.003 1.343 10.566  -0.79
60 C 6.117 1.039 -0.942  -1.14
61 C 5.263 -0.390 2.259  -0.32
62 C -2.666 4.413 -8.320  -0.77
63 C 0.275 -10.322 3.422  -0.68
64 C 5.920 -0.061 -0.145  1.16
65 C -0.668 -1.163 -0.686  -1.15
66 C 4.380 9.553 -1.704  -0.50
67 C 4.261 10.999 -2.221  -0.57
68 C -3.094 -3.772 -7.415  -0.70
69 C 5.404 1.146 -2.180  -0.24
70 C 2.774 -11.637 0.840  -0.94
71 C 3.346 -10.079 2.466  -0.94
72 C -6.395 4.403 -9.541  -0.47
73 C 5.370 -0.074 3.632  -0.78
74 C -4.107 6.425 -8.568  -0.92
75 C -0.382 -2.660 1.210  -1.58
76 C 7.415 1.004 3.286  -0.19
77 C -3.568 1.015 11.127  -0.71
78 C -2.182 1.091 11.049  -0.34
79 C -7.891 2.426 10.084  -0.23
80 C -0.185 -2.680 -8.467  -0.91
81 C -2.316 -1.128 1.087  -0.87
82 C 6.192 0.056 1.355  1.08
83 C -0.139 -0.144 1.506  -0.64
84 C 1.348 -0.218 1.274  -0.53
85 C 3.893 0.189 -3.844  -1.18
86 H 8.147 1.688 3.680  0.38
87 H 1.147 -9.516 1.557  0.45
88 H 0.238 1.174 8.835  0.22
89 H 3.368 -12.797 3.220  0.34
90 H 5.344 7.697 -4.406  0.33
91 H 2.434 -10.891 0.130  0.39
92 H -0.911 -0.152 -0.896  0.48
93 H -1.477 1.093 11.922  0.37
94 H 0.400 -2.110 -5.902  0.44
95 H 4.463 -1.083 2.027  0.13
96 H 4.672 -0.456 4.363  0.58
97 H -1.059 -3.428 0.884  0.75
98 H 3.227 -9.316 1.717  0.49
99 H -10.444 1.720 9.593  0.33
100 H -1.563 -0.336 -8.406  0.39
101 H 5.894 6.603 -2.233  0.41
102 H -6.655 3.544 -10.209  0.35
103 H 6.400 -0.018 6.261  0.30
104 H 2.036 -11.919 4.101  0.44
105 H -0.401 -2.740 2.302  0.40
106 H 5.630 1.547 5.674  0.44
107 H 4.790 9.492 -0.671  0.44
108 H 0.980 -9.938 4.119  0.28
109 H -0.796 -3.306 -9.150  0.33
110 H 2.948 -0.311 -3.749  0.47
111 H 1.873 0.357 1.974  0.74
112 H 2.227 -12.528 0.621  0.42
113 H -2.160 5.029 -7.559  0.36
114 H 3.819 -11.784 0.760  0.37
115 H -2.890 -1.722 0.349  0.35
116 H -4.444 4.464 -10.230  0.42
117 H -5.848 5.093 -7.039  0.37
118 H 8.047 1.240 1.259  0.43
119 H 3.869 -1.798 -2.357  0.44
120 H -5.967 -0.715 11.172  0.48
121 H 0.415 1.297 10.632  0.33
122 H 0.399 -11.203 1.446  0.31
123 H 6.973 9.524 -1.568  0.34
124 H -1.011 -0.951 -5.668  0.24
125 H -3.915 -3.041 -7.186  0.30
126 H -3.613 -4.690 -9.075  0.34
127 H 5.023 -1.971 0.068  0.68
128 H 6.568 1.892 -0.565  0.47
129 H 7.393 1.427 5.822  0.27
130 H -4.888 3.772 -6.535  0.52
131 H -2.012 -3.066 -5.723  0.28
132 H -1.030 -4.200 -6.720  0.41
133 H -4.323 5.446 -6.189  0.40
134 H -1.693 1.365 7.771  0.73
135 H 6.516 10.012 -3.180  0.44
136 H -3.470 -4.674 -6.923  0.51
137 H 4.220 6.964 -1.646  0.41
138 H -5.049 6.849 -8.646  0.40
139 H 3.286 11.882 -3.671  0.32
140 H 3.658 1.216 -3.982  0.39
141 H 0.693 -3.203 -8.063  0.36
142 H -1.316 -11.369 3.960  0.35
143 H -6.989 4.334 -8.632  0.33
144 H -3.621 6.895 -7.711  0.39
145 H 3.851 11.547 -1.382  0.43
146 H -4.696 3.090 -9.146  0.41
147 H -8.494 -0.617 11.066  0.35
148 H 2.136 1.092 0.060  -0.09
149 H 1.701 -13.110 2.821  0.34
150 H -2.668 -1.800 -8.841  0.36
151 H -2.663 3.368 -8.021  0.30
152 H -2.391 4.643 -9.359  0.39
153 H 5.576 7.498 -0.690  0.32
154 H 0.341 -1.269 -1.012  0.27
155 H 7.317 8.421 -2.954  0.36
156 H -0.157 2.747 9.695  0.33
157 H 4.350 -10.435 2.510  0.37
158 H 4.410 -0.234 -4.725  0.30
159 H -0.499 -9.553 3.175  0.41
160 H -1.342 -1.847 -1.205  0.47
161 H 3.358 9.146 -1.653  0.37
162 H 3.065 -9.609 3.446  0.33
163 H -3.559 6.599 -9.509  0.38
164 H -6.105 3.303 9.472  0.48
165 H -2.871 -0.935 -7.358  0.40
166 H -0.533 0.770 1.189  0.35
167 H 5.238 11.433 -2.406  0.33
168 H -10.321 0.371 10.979  0.24
169 H 0.280 -0.687 -6.885  0.36
170 H -8.440 3.330 9.930  0.51
171 H 0.013 -1.776 -9.039  0.40
172 H 5.358 2.047 -2.768  0.43
173 H -4.198 1.567 7.835  0.48
174 H 4.503 9.335 -4.260  0.42
175 H -0.382 -0.148 2.550  0.49
176 H 3.761 7.852 -3.671  0.40
177 H -4.119 0.905 12.027  0.60
178 H -7.409 5.730 -10.628  0.33
179 H 1.603 -1.260 1.444  0.10
180 H 0.583 -2.901 0.823  0.41
181 H -2.665 -0.124 0.975  0.38
182 H -2.416 -1.432 2.117  0.38
183 H -10.151 2.121 11.285  0.41

4.
Below is C15H21N3O3S in the gas phase, with properties calculated with ωB97M-V/def2-TZVPD.

Computed properties:
SMILES string: CCCCCOc1ccc(CSC2=NCCN2)cc1[N+](=O)[O-]
DFT total energy: -1372.2435 hartree
ΔE to the lowest compared entry with this formula, charge and spin: 109.5 kcal per mole
Frontier orbital gap: 8.34 eV
HOMO: -8.6 eV

Each line ends with the Mulliken charge.
Cartesian coordinates (Å):
1 S 2.394 -0.656 2.691  -0.20
2 O -0.363 2.559 -2.703  -0.61
3 O 1.665 1.977 -2.296  -0.64
4 O -2.051 1.295 -1.249  -0.46
5 N 1.030 -1.526 0.544  -0.27
6 N 0.500 2.138 -1.968  1.03
7 N 3.121 -0.867 0.089  -0.10
8 C 1.191 1.784 0.318  0.09
9 C -1.135 1.367 -0.275  0.95
10 C -1.356 1.016 1.062  -0.56
11 C -3.682 -3.359 -0.604  -0.46
12 C 2.124 -1.055 0.990  -0.01
13 C -2.832 -1.000 -0.992  0.53
14 C -2.768 -3.710 0.565  -0.95
15 C 0.164 1.788 -0.620  -0.38
16 C 1.191 -1.694 -0.891  -0.14
17 C 0.963 1.387 1.621  0.17
18 C -4.038 -1.873 -0.663  -0.88
19 C 2.595 -1.132 -1.238  -0.48
20 C 2.094 1.174 2.561  -1.25
21 C -0.335 1.027 1.983  -0.58
22 C -3.200 0.483 -1.068  -0.93
23 H -3.811 0.686 -1.950  0.39
24 H -2.061 -1.136 -0.232  -0.12
25 H -4.458 -1.567 0.299  0.33
26 H -3.218 -3.398 1.505  0.28
27 H -2.338 0.707 1.379  0.32
28 H -2.609 -4.784 0.604  0.36
29 H 2.175 2.085 -0.011  0.40
30 H -1.797 -3.229 0.472  0.13
31 H 3.949 -0.324 0.254  0.26
32 H 3.218 -1.862 -1.760  0.29
33 H -2.410 -1.304 -1.953  0.24
34 H 3.013 1.651 2.224  0.38
35 H 1.867 1.481 3.580  0.53
36 H 1.102 -2.757 -1.128  0.45
37 H -4.808 -1.719 -1.423  0.35
38 H -3.203 -3.650 -1.542  0.29
39 H -0.531 0.714 2.997  0.38
40 H 2.542 -0.215 -1.835  0.17
41 H -3.764 0.794 -0.180  0.37
42 H -4.607 -3.933 -0.514  0.34
43 H 0.385 -1.164 -1.404  -0.01